1.
Entry from OMol25: a structure of composition C30H90KO42P2V2 in a non-equilibrium geometry (ωB97M-V/def2-TZVPD).

The molar mass is 1325.942 Da. The value obtained for the HOMO-LUMO gap is 3.2 eV. As for the HOMO energy: 1.500 eV. The total energy comes out at -204845.17513 eV.

ORCA input file:
```
! wB97M-V def2-TZVPD RIJCOSX def2/J DEFGRID3
* xyz -3 1
K -5.37 -15.02 9.38
O -5.40 -20.55 7.81
V -5.04 -19.01 8.32
O -3.43 -18.90 8.43
O -10.03 -17.94 8.90
V -8.54 -17.25 9.05
O -8.85 -15.68 8.95
P -6.24 -17.85 10.58
O -5.65 -19.28 10.33
O -6.46 -17.43 9.15
O -5.31 -16.94 11.41
O -7.76 -17.76 10.96
P -4.77 -16.66 5.98
O -3.68 -16.64 4.97
O -4.06 -15.73 6.84
O -5.32 -18.01 6.56
O -5.54 -15.52 5.33
C -6.44 -11.08 10.36
C -5.77 -11.66 11.67
O -4.43 -11.64 11.48
O -5.99 -11.91 9.32
H -6.14 -10.06 10.16
H -7.52 -11.12 10.51
H -6.19 -12.65 11.81
H -6.08 -10.94 12.43
H -4.26 -11.96 10.60
H -6.42 -11.65 8.51
C -7.89 -16.39 13.95
C -7.36 -15.13 13.37
O -6.90 -15.11 12.03
O -8.96 -16.71 13.03
H -8.21 -16.31 14.99
H -6.99 -17.00 13.89
H -6.56 -14.74 14.01
H -8.16 -14.40 13.48
H -6.25 -15.81 11.96
H -8.53 -16.97 12.21
C -1.90 -23.25 9.49
C -3.16 -23.24 8.53
O -2.73 -23.54 7.19
O -0.96 -22.33 8.89
H -1.41 -24.22 9.52
H -2.16 -22.89 10.48
H -3.54 -22.22 8.49
H -3.93 -23.98 8.77
H -3.33 -23.22 6.52
H -0.75 -22.67 8.01
C -3.45 -13.71 14.34
C -3.03 -12.25 14.59
O -2.49 -11.67 13.47
O -4.01 -14.46 15.48
H -2.58 -14.29 14.01
H -4.10 -13.79 13.46
H -2.16 -12.18 15.25
H -3.90 -11.78 15.04
H -3.10 -11.79 12.75
H -4.03 -15.40 15.28
C -9.57 -12.93 10.90
C -10.24 -14.24 11.49
O -11.54 -14.27 11.05
O -10.31 -11.78 11.24
H -9.47 -13.11 9.83
H -8.57 -12.86 11.32
H -10.26 -14.22 12.58
H -9.62 -15.10 11.26
H -11.91 -15.04 11.50
H -10.56 -11.37 10.41
C -2.34 -17.04 12.62
C -2.02 -16.05 11.53
O -3.09 -16.25 10.59
O -3.49 -16.64 13.35
H -1.49 -17.12 13.31
H -2.54 -18.06 12.30
H -1.01 -16.11 11.11
H -1.98 -15.05 11.96
H -3.89 -16.60 10.97
H -4.18 -16.79 12.70
C -3.24 -19.01 16.61
C -3.60 -17.56 16.38
O -4.84 -17.49 15.64
O -2.81 -19.64 15.44
H -4.12 -19.55 16.95
H -2.49 -19.10 17.39
H -2.77 -16.95 16.02
H -3.91 -17.06 17.30
H -4.70 -17.69 14.72
H -3.49 -19.63 14.76
C -4.61 -21.93 12.29
C -5.10 -20.85 13.32
O -4.54 -19.51 12.99
O -5.25 -21.84 11.00
H -4.76 -22.93 12.68
H -3.53 -21.76 12.27
H -4.84 -21.03 14.36
H -6.18 -20.73 13.23
H -4.92 -19.18 12.18
H -5.35 -20.92 10.77
C -5.67 -18.90 3.31
C -4.43 -18.90 2.34
O -3.25 -18.30 2.89
O -5.39 -19.56 4.57
H -6.58 -19.26 2.84
H -5.87 -17.90 3.70
H -4.60 -18.44 1.37
H -4.20 -19.94 2.12
H -3.43 -17.69 3.61
H -5.36 -18.87 5.23
C -8.81 -14.37 5.71
C -8.14 -13.40 6.74
O -6.96 -13.98 7.31
O -7.94 -14.71 4.63
H -9.81 -14.09 5.38
H -9.05 -15.29 6.24
H -8.84 -13.19 7.54
H -7.97 -12.39 6.37
H -6.56 -14.33 6.51
H -7.12 -15.08 4.97
C -11.35 -20.97 14.54
C -12.37 -21.16 15.65
O -13.51 -20.40 15.34
O -10.98 -19.65 14.22
H -11.77 -21.30 13.59
H -10.40 -21.51 14.62
H -12.02 -20.86 16.64
H -12.59 -22.20 15.91
H -13.26 -19.55 14.98
H -10.56 -19.79 13.37
C -8.56 -19.77 5.76
C -8.43 -18.29 5.74
O -7.84 -17.76 6.92
O -9.65 -20.20 6.59
H -7.66 -20.34 5.98
H -8.78 -20.08 4.74
H -9.41 -17.81 5.71
H -7.92 -18.00 4.82
H -6.89 -17.72 6.78
H -9.42 -20.08 7.51
C -13.89 -17.64 11.24
C -12.42 -17.92 11.58
O -11.79 -16.96 12.46
O -14.16 -16.31 10.77
H -14.48 -17.82 12.14
H -14.26 -18.32 10.47
H -11.89 -17.81 10.64
H -12.23 -18.90 12.01
H -10.88 -17.26 12.48
H -14.14 -15.81 11.60
C -9.24 -21.09 11.29
C -8.97 -20.99 9.72
O -8.09 -19.98 9.30
O -9.72 -19.83 11.70
H -8.29 -21.27 11.79
H -10.00 -21.87 11.40
H -9.90 -20.97 9.15
H -8.45 -21.90 9.43
H -7.33 -19.98 9.89
H -9.00 -19.22 11.56
C 0.38 -21.28 12.31
C -0.38 -20.08 11.62
O -0.08 -19.95 10.24
O 1.80 -20.98 12.45
H 0.37 -22.26 11.83
H -0.09 -21.40 13.29
H -0.34 -19.13 12.15
H -1.45 -20.26 11.55
H -0.34 -20.80 9.86
H 2.23 -21.15 11.61
*
```

***

2.
Entry from OMol25: a structure of composition C31H20IrN4 in a non-equilibrium geometry (ωB97M-V/def2-TZVPD).

The molar mass is 640.746 Da. The value obtained for the HOMO-LUMO gap (alpha / beta) is 6.0 / 3.4 eV. As for the HOMO energy (alpha / beta): -13.070 / -13.936 eV. The energy relative to the best compared isomer or geometry (same formula, charge and spin) comes out at 0.000 eV. The total energy comes out at -41251.69963 eV.

ORCA input file:
```
! wB97M-V def2-TZVPD RIJCOSX def2/J DEFGRID3
* xyz 2 6
Ir 1.26 0.29 0.09
C 5.61 -0.10 -0.40
C 5.98 1.17 0.02
C 5.02 2.14 0.24
C 3.66 1.84 0.06
C 3.28 0.50 -0.22
C 4.26 -0.42 -0.57
C 2.61 2.83 0.10
C 2.85 4.21 -0.04
C 1.79 5.07 -0.06
C 0.48 4.58 0.13
C -0.63 5.44 0.19
C -1.92 4.95 0.45
C -2.14 3.62 0.61
C -1.07 2.60 0.48
C 0.31 3.18 0.27
N 1.35 2.34 0.19
H 6.35 -0.85 -0.60
H 7.02 1.41 0.12
H 5.31 3.13 0.56
H 4.00 -1.39 -0.96
H 3.86 4.56 -0.16
H 1.94 6.13 -0.21
H -0.47 6.50 0.07
H -2.73 5.65 0.54
H -3.13 3.27 0.87
H -1.05 2.00 1.41
N -6.23 -6.68 -0.01
C -5.42 -5.88 -0.05
C -4.40 -4.90 -0.08
C -4.13 -4.13 1.05
C -3.12 -3.20 1.01
C -2.36 -3.03 -0.15
C -2.63 -3.80 -1.28
C -3.65 -4.73 -1.25
C -1.26 -2.03 -0.16
C -1.59 -0.68 -0.36
C -2.93 -0.16 -0.59
C -2.84 1.16 -0.76
C -1.40 1.57 -0.66
N -0.71 0.32 -0.40
C 0.04 -2.47 0.12
C 0.43 -3.82 0.29
C 1.78 -3.81 0.67
C 2.17 -2.48 0.73
N 1.15 -1.65 0.34
H -4.71 -4.27 1.95
H -2.90 -2.61 1.89
H -2.05 -3.67 -2.18
H -3.87 -5.33 -2.12
H -3.81 -0.77 -0.62
H -3.63 1.85 -0.98
H -1.08 1.99 -1.62
H -0.19 -4.67 0.14
H 2.40 -4.66 0.87
H 3.11 -2.10 1.05
*
```

***

3.
Entry from OMol25: a structure of composition C31H21BrMnN6O4S2 (ωB97M-V/def2-TZVPD).

The molar mass is 740.523 Da. The value obtained for the HOMO-LUMO gap (alpha / beta) is 6.9 / 6.7 eV. As for the HOMO energy (alpha / beta): -8.005 / -7.839 eV. The energy relative to the best compared isomer or geometry (same formula, charge and spin) comes out at 1.763 eV. The total energy comes out at -172653.25934 eV.

ORCA input file:
```
! wB97M-V def2-TZVPD RIJCOSX def2/J DEFGRID3
* xyz 0 2
Mn -0.04 -0.74 0.10
C -1.48 5.33 -4.46
C -1.65 4.46 -3.24
C -0.96 3.26 -3.12
C -1.11 2.46 -1.99
C -1.96 2.86 -0.98
C -2.68 4.05 -1.09
C -2.51 4.84 -2.21
S -2.17 1.91 0.51
O -1.26 2.43 1.49
O -3.59 1.93 0.78
N -1.68 0.44 0.13
C -2.41 -0.44 -0.65
C -3.78 -0.46 -0.98
C -4.24 -1.52 -1.72
C -3.38 -2.55 -2.12
C -2.06 -2.46 -1.75
N -1.58 -1.42 -1.05
H -0.79 4.89 -5.17
H -1.10 6.32 -4.18
H -2.44 5.48 -4.96
H -0.29 2.94 -3.91
H -0.58 1.52 -1.90
H -3.36 4.34 -0.30
H -3.06 5.77 -2.30
H -4.42 0.34 -0.63
H -5.28 -1.56 -1.99
H -3.73 -3.39 -2.69
H -1.33 -3.22 -2.02
S 6.18 -4.91 -0.47
N 5.84 -3.46 -1.10
C 4.59 -3.18 -0.77
C 3.87 -1.98 -1.14
C 4.41 -0.93 -1.88
C 3.62 0.16 -2.15
C 2.30 0.18 -1.71
N 1.77 -0.83 -1.02
C 2.55 -1.87 -0.72
C 1.93 -2.90 0.12
N 0.69 -2.63 0.54
C 0.06 -3.53 1.29
C 0.65 -4.73 1.67
C 1.95 -5.00 1.27
C 2.61 -4.06 0.47
C 3.98 -4.20 0.01
N 4.77 -5.23 0.25
H 5.44 -0.98 -2.21
H 4.01 1.01 -2.69
H 1.66 1.03 -1.89
H -0.94 -3.27 1.61
H 0.10 -5.43 2.29
H 2.45 -5.91 1.56
Br 0.81 3.94 3.68
C 0.23 2.22 4.22
C -0.54 2.18 5.38
C -1.03 0.98 5.85
C -0.77 -0.19 5.16
C -0.02 -0.14 3.99
C 0.50 1.06 3.50
C 1.33 1.02 2.24
O 2.20 1.84 2.02
O 1.02 0.06 1.42
H -0.74 3.10 5.90
H -1.63 0.96 6.76
H -1.15 -1.14 5.51
H 0.19 -1.04 3.43
*
```

***

4.
Entry from OMol25: a structure of composition C31H21BrN5OPb in a non-equilibrium geometry (ωB97M-V/def2-TZVPD).

The molar mass is 766.647 Da. The value obtained for the HOMO-LUMO gap is 4.0 eV. As for the HOMO energy: -16.449 eV. The total energy comes out at -117250.53234 eV.

ORCA input file:
```
! wB97M-V def2-TZVPD RIJCOSX def2/J DEFGRID3
* xyz 3 1
Pb -0.38 0.28 -1.01
Br 3.43 -4.04 4.24
C 2.32 -2.86 3.29
C 0.94 -2.78 3.61
C 0.14 -1.92 2.94
C 0.64 -1.06 1.87
O -0.15 -0.27 1.32
C 2.07 -1.17 1.56
C 2.74 -0.28 0.66
N 2.14 0.57 -0.11
C 2.78 1.53 -0.84
C 4.06 1.45 -1.39
C 4.65 2.55 -1.99
C 3.99 3.77 -2.03
C 2.71 3.92 -1.47
C 2.01 5.14 -1.43
C 0.74 5.18 -0.89
C 0.18 3.99 -0.41
N 0.79 2.83 -0.51
C 2.05 2.76 -0.95
C 2.86 -2.05 2.29
H 0.54 -3.41 4.39
H -0.91 -1.84 3.16
H 3.83 -0.30 0.73
H 4.60 0.51 -1.39
H 5.64 2.47 -2.42
H 4.44 4.62 -2.53
H 2.49 6.04 -1.78
H 0.18 6.10 -0.83
H -0.79 3.98 0.07
H 3.92 -2.11 2.09
C 1.77 -3.97 -1.14
C 0.93 -4.78 -0.38
C -0.28 -4.27 0.05
C -0.64 -2.97 -0.31
N 0.21 -2.18 -0.97
C 1.38 -2.66 -1.38
C -1.99 -2.44 -0.01
C -3.03 -3.31 0.32
C -4.28 -2.78 0.59
C -4.47 -1.41 0.50
C -3.41 -0.60 0.09
N -2.20 -1.13 -0.14
C -3.60 0.83 -0.20
C -4.78 1.51 0.10
C -4.96 2.82 -0.33
C -3.95 3.42 -1.07
C -2.79 2.71 -1.28
N -2.62 1.47 -0.85
H 2.70 -4.34 -1.53
H 1.20 -5.80 -0.16
H -0.93 -4.88 0.65
H 2.01 -2.00 -1.94
H -2.89 -4.37 0.33
H -5.10 -3.43 0.85
H -5.45 -1.00 0.70
H -5.56 1.04 0.68
H -5.87 3.35 -0.11
H -4.06 4.42 -1.46
H -1.96 3.14 -1.84
*
```